[1]
Here is a structure of composition C8H12CsO5 in a non-equilibrium geometry from the Open Molecules 2025 dataset. Energies are from wB97M-V/def2-TZVPD.

Geometry as XYZ:
```
26
Properties=species:S:1:pos:R:3:forces:R:3
O 2.41046 0.83496 0.82843 1.7 0.3 1.2
C 2.80805 0.15434 -0.26025 -3.3 1.0 -1.9
O 4.07812 0.18261 -0.62247 0.4 0.0 0.7
O 1.96060 -0.26443 -1.02431 0.7 -0.6 0.5
Cs -2.14749 0.22914 -1.18482 0.0 -0.1 -0.1
C 5.04739 0.88165 0.09910 0.0 0.4 0.3
C 5.17622 2.19833 -0.02328 0.2 -0.7 -0.7
C 6.25157 3.03630 0.59841 -0.1 0.2 0.1
C 7.26846 2.32886 1.45526 0.5 0.3 -0.5
O 6.57562 1.59372 2.56898 -0.3 -0.2 0.6
C 6.28479 2.10941 3.65022 0.2 0.3 -0.6
O 5.55852 1.57539 4.51922 -0.2 -0.3 0.3
H 5.67819 0.21522 0.68562 -0.2 0.2 -0.1
H 4.56073 2.71360 -0.76527 -0.1 -0.1 0.4
H 1.44874 0.87244 0.95859 0.5 -0.5 -0.6
H 5.78380 3.85494 1.16618 0.2 -0.1 -0.1
H 6.82885 3.52964 -0.19930 -0.1 -0.1 0.2
H 7.97369 3.01928 1.92557 -0.1 -0.2 -0.1
H 7.79923 1.52239 0.94345 -0.1 0.2 0.1
H 5.38653 2.13151 5.30331 0.1 0.0 0.1
C 4.27218 -3.08814 5.24049 0.8 -0.6 0.3
C 4.82927 -3.74996 4.22059 0.0 -0.3 0.8
H 3.47210 -3.53467 5.83599 -0.3 0.5 -0.6
H 4.78672 -2.24246 5.70322 -0.1 -0.2 -0.1
H 5.87166 -3.58056 3.94234 -0.5 0.4 -0.5
H 4.36140 -4.64842 3.81090 0.2 0.3 0.1
```
Forces are in eV/Å.

Computed properties:
E_LUMO (spin up / spin down) (eV): -6.4 / -9.1
Charge: +2
<S²>: 0.753
Multiplicity: 2


[2]
Here is a structure of composition C5H10NiO3 in a non-equilibrium geometry from the Open Molecules 2025 dataset. Energies are from wB97M-V/def2-TZVPD.

Geometry as XYZ:
```
19
Properties=species:S:1:pos:R:3:forces:R:3
O -0.01009 -1.42201 -1.47350 -0.2 1.2 0.3
C -0.49045 -0.86905 -2.66493 -0.3 -0.1 -0.6
C 0.10426 0.53072 -2.90803 0.2 -0.5 -0.9
O 0.00332 1.35741 -1.78860 0.0 -0.2 1.0
C 1.06100 -1.31817 0.93430 0.3 1.1 0.0
C 0.65885 -0.54344 2.07983 -0.3 -0.7 1.0
O -0.07792 0.58018 1.60881 0.2 0.3 0.7
C -0.70347 1.38916 2.59228 -0.2 0.2 0.3
Ni 0.09936 0.18349 -0.35451 0.4 -1.9 -2.0
H -1.59984 -0.79040 -2.66194 0.3 0.0 0.1
H -0.23256 -1.51224 -3.53026 0.0 0.1 0.2
H -0.39864 0.97038 -3.79559 0.1 0.0 0.4
H 1.17491 0.39015 -3.18217 -0.4 0.1 0.1
H 1.49322 -2.29060 1.21037 -0.1 0.3 -0.3
H 1.50292 -0.24526 2.73434 -0.1 -0.1 -0.2
H -1.15256 2.23961 2.07175 0.1 -0.2 0.1
H -1.48673 0.81391 3.10624 0.2 0.2 -0.1
H 0.03851 1.74591 3.32024 -0.2 -0.1 -0.2
H 0.01591 -1.20976 2.70138 -0.1 0.4 0.0
```
Forces are in eV/Å.

Computed properties:
E_LUMO (spin up / spin down) (eV): -1.7 / -1.8
Charge: 0
<S²>: 2.083
ΔE to the lowest compared entry with this formula, charge and spin (kJ/mol): 366.7
Multiplicity: 3


[3]
Here is the molecule C18H31N5O3S from the Open Molecules 2025 dataset. Energies are from wB97M-V/def2-TZVPD.

Geometry as XYZ:
```
58
Properties=species:S:1:pos:R:3:forces:R:3
C -2.18076 -2.21699 -1.89467 0.0 0.0 0.0
C -3.35177 -1.26312 -1.71195 0.0 0.0 0.0
N -2.94786 0.11047 -1.44001 0.0 0.0 0.0
C -4.11303 0.98880 -1.42215 0.0 0.0 0.0
C -3.71215 2.44049 -1.20511 0.0 0.0 0.0
C -2.90328 2.60187 0.08126 0.0 0.0 0.0
C -1.73738 1.64436 0.02189 0.0 0.0 0.0
O -0.99679 1.76260 1.25199 0.0 0.0 0.0
N 0.24844 1.19428 1.10307 0.0 0.0 0.0
C 0.51092 -0.03740 1.61980 0.0 0.0 0.1
O -0.35114 -0.77188 2.06186 0.0 0.0 0.0
C 1.96983 -0.45278 1.49306 0.0 0.0 0.0
C 1.98384 -1.72001 0.63158 0.0 0.0 0.0
N 1.54733 -1.43665 -0.72588 0.0 -0.2 -0.1
C 2.43176 -1.10948 -1.69574 0.0 0.2 0.1
O 3.63695 -1.09893 -1.52503 0.0 0.0 0.0
C 1.81753 -0.67490 -3.02430 -0.2 -0.2 0.0
C 1.14706 0.66142 -2.92412 0.1 0.1 0.0
C -0.10821 1.02804 -3.31302 0.0 0.0 -0.1
N -0.39108 2.35274 -3.14648 0.0 0.0 0.0
N 0.56564 3.02470 -2.63492 0.0 0.0 0.0
S 1.89975 2.06184 -2.33078 0.0 0.0 0.0
C 2.66238 -0.60769 2.87232 0.0 0.0 0.0
C 2.16766 -1.84143 3.63082 0.0 0.0 0.0
C 2.37908 0.64421 3.70694 0.0 0.0 0.0
C 4.17388 -0.71646 2.65245 0.0 0.0 0.0
C -2.22010 0.21843 -0.18401 0.0 0.0 0.0
H -2.53450 -3.17496 -2.27638 0.0 0.0 0.0
H -1.46551 -1.80965 -2.61377 0.0 0.0 0.0
H -1.66325 -2.41957 -0.95574 0.0 0.0 0.0
H -3.94589 -1.24772 -2.62864 0.0 0.0 0.0
H -4.01164 -1.64362 -0.91255 0.0 0.0 0.0
H -4.63480 0.88309 -2.37558 0.0 0.0 0.0
H -4.81641 0.67785 -0.62709 0.0 0.0 0.0
H -3.11287 2.77560 -2.05529 0.0 0.0 0.0
H -4.60941 3.06045 -1.16714 0.0 0.0 0.0
H -2.54466 3.62579 0.19521 0.0 0.0 0.0
H -3.51865 2.36121 0.95388 0.0 0.0 0.0
H -1.07727 1.92494 -0.80165 0.0 0.0 0.0
H 0.98372 1.86606 0.94375 0.0 0.0 0.0
H 2.51718 0.32125 0.94219 0.0 0.0 0.0
H 2.98828 -2.13092 0.56873 0.0 0.0 0.0
H 1.31704 -2.46390 1.06385 0.0 0.0 0.0
H 0.56112 -1.38661 -0.92632 0.0 0.0 0.0
H 2.63162 -0.64372 -3.74625 0.0 0.0 0.0
H 1.08600 -1.41092 -3.36506 0.0 0.0 0.0
H -0.86643 0.38020 -3.72454 0.0 0.0 0.0
H 2.42850 -2.76418 3.10897 0.0 0.0 0.0
H 2.64422 -1.87688 4.61274 0.0 0.0 0.0
H 1.08735 -1.81794 3.76761 0.0 0.0 0.0
H 2.70406 1.54875 3.18508 0.0 0.0 0.0
H 1.31597 0.74168 3.93643 0.0 0.0 0.0
H 2.92095 0.59511 4.65302 0.0 0.0 0.0
H 4.55957 0.15478 2.11837 0.0 0.0 0.0
H 4.68443 -0.77567 3.61567 0.0 0.0 0.0
H 4.44396 -1.60587 2.08203 0.0 0.0 0.0
H -2.83777 -0.07994 0.68105 0.0 0.0 0.0
H -1.36349 -0.45121 -0.20147 0.0 0.0 0.0
```
Forces are in eV/Å.

Computed properties:
E_LUMO (eV): 0.2
Charge: 0
ΔE to the lowest compared entry with this formula, charge and spin (kJ/mol): 7.0


[4]
Here is a cluster of 2 separate species, C10H17Br2O8S in total in a non-equilibrium geometry from the Open Molecules 2025 dataset. Energies are from wB97M-V/def2-TZVPD.

Geometry as XYZ:
```
38
Properties=species:S:1:pos:R:3:forces:R:3
C -2.82193 3.19030 1.15487 -0.7 0.5 -0.2
C -1.87202 3.25695 -0.00237 -0.2 0.0 -0.1
Br -2.46328 3.97231 -1.68100 -0.2 -0.2 0.7
C -0.61717 2.85507 0.12937 0.2 -0.3 -0.2
Br 0.66641 2.95581 -1.29269 0.0 -0.1 0.4
O -0.16731 2.36461 1.31185 -0.2 0.4 -0.4
S 0.72068 3.55856 2.20783 0.7 1.3 -0.8
O 0.62378 3.11433 3.56218 -0.2 -0.3 0.4
O -0.15916 4.88250 1.92695 0.7 -2.0 -0.1
C -0.76505 5.50925 3.11394 -2.0 1.8 2.8
O -1.65956 4.93843 3.73681 0.1 -1.5 -1.3
O -0.32571 6.61996 3.34197 1.3 0.7 -0.9
H -3.73569 2.63788 0.90525 0.2 0.0 -0.1
H -2.36971 2.75335 2.04210 0.1 0.0 -0.2
H -3.14078 4.19562 1.45171 0.1 -0.1 -0.1
C 3.78936 -3.14666 -1.22395 -0.2 -0.1 0.1
O 2.53055 -2.95992 -0.62221 0.0 0.1 -0.3
C 2.41435 -1.69060 0.01053 -0.1 -0.3 0.1
C 0.97188 -1.23357 0.04807 0.0 0.3 0.1
O 0.49965 -0.72052 -1.19059 0.0 -0.2 0.0
C 0.25689 -1.65711 -2.22779 0.0 0.2 0.0
C -0.96755 -2.51956 -2.00090 0.2 -0.3 0.0
O -0.68941 -3.56286 -1.07843 0.0 0.1 0.2
C -1.84277 -3.99685 -0.39487 0.2 0.0 -0.1
H 4.58760 -3.14889 -0.47263 0.1 0.1 -0.1
H 3.77834 -4.11128 -1.73057 0.0 0.0 0.1
H 3.98211 -2.36857 -1.97188 0.1 0.0 0.1
H 3.01504 -0.94184 -0.51749 0.0 0.0 0.0
H 2.78760 -1.79403 1.03771 0.0 0.2 0.0
H 0.90879 -0.39331 0.74354 0.0 0.1 -0.1
H 0.31282 -2.01441 0.43045 0.1 -0.2 -0.1
H 1.14239 -2.26265 -2.43011 -0.1 -0.2 0.1
H 0.07356 -1.05039 -3.11814 -0.1 0.0 0.0
H -1.26710 -2.98413 -2.95068 -0.1 0.2 -0.1
H -1.78699 -1.89125 -1.63361 0.0 0.0 0.0
H -2.29893 -3.16888 0.15941 -0.1 0.0 0.0
H -1.53950 -4.76231 0.31772 0.0 0.0 0.0
H -2.57217 -4.42537 -1.09233 -0.1 0.0 0.1
```
Forces are in eV/Å.

Computed properties:
E_LUMO (eV): 2.4
Charge: -1


[5]
Here is a cluster of 8 separate species, C21H28ClO25 in total in a non-equilibrium geometry from the Open Molecules 2025 dataset. Energies are from wB97M-V/def2-TZVPD.

Geometry as XYZ:
```
75
Properties=species:S:1:pos:R:3:forces:R:3
Cl 1.06568 -1.89897 15.03316 0.8 -3.1 1.9
O 1.44727 -2.03294 13.66358 -0.2 0.8 -1.1
O 1.20775 -0.55991 15.52948 -0.2 0.4 -0.3
O -0.28489 -2.39022 15.24894 -0.7 0.8 -0.5
O 1.91601 -2.82608 15.78744 0.0 1.0 0.0
C 4.91361 -1.61442 14.09564 -1.4 0.4 1.2
C 4.50661 -0.37283 14.83195 -1.9 -0.8 0.1
O 5.48979 0.52779 14.42272 -0.7 2.7 0.4
C 6.59650 -0.12185 14.13696 3.0 2.7 -0.1
O 7.69636 0.42407 13.96407 -2.9 -2.0 0.3
O 6.28961 -1.38277 14.14515 2.6 -3.5 -1.4
H 4.44579 -1.61990 13.11115 0.6 -0.3 -0.3
H 4.63770 -2.47140 14.71009 0.2 -0.2 -0.5
H 4.53522 -0.61313 15.89475 0.2 0.6 0.2
H 3.49685 -0.06920 14.55572 0.3 0.5 0.1
C -3.09212 -0.11081 15.92852 1.0 -1.3 0.2
C -3.42334 -0.54979 14.55209 -0.6 -1.3 -1.1
O -3.67286 0.64681 13.88425 0.3 0.7 -1.8
C -3.76487 1.66185 14.71936 -2.5 4.2 -0.5
O -4.23056 2.77971 14.39995 2.1 -3.8 1.3
O -3.42929 1.28448 15.97278 0.0 -0.9 0.4
H -2.03199 -0.36033 15.97268 0.4 1.1 0.7
H -3.54248 -0.82617 16.61666 -0.6 1.0 0.7
H -4.31466 -1.15990 14.40577 -0.1 -0.1 0.4
H -2.58226 -1.09694 14.12628 0.0 0.2 -0.3
C -1.26953 2.01588 12.27179 -1.0 -1.7 -0.7
C -0.21941 1.29247 13.10515 -2.2 1.6 1.5
O 0.90772 2.03568 12.79572 2.3 0.0 0.5
C 0.75195 2.81906 11.71334 2.7 0.3 -1.6
O 1.68738 3.43985 11.18754 -3.4 -1.6 1.6
O -0.50140 2.63936 11.27263 0.3 1.3 -1.2
H -1.93654 2.74552 12.73094 0.3 0.0 0.4
H -1.88115 1.22128 11.84446 -0.3 0.4 -0.5
H -0.20316 0.20558 13.02439 0.7 0.2 -0.5
H -0.52039 1.55602 14.11907 0.5 -0.5 0.5
C -2.11181 -4.91107 13.17435 -0.7 -1.4 0.0
C -3.34140 -5.08954 14.11086 2.8 -0.8 1.7
O -4.37619 -4.50586 13.44238 -2.3 0.6 0.1
C -4.02315 -4.00684 12.25266 -0.7 1.4 -1.1
O -4.74847 -3.35143 11.52301 1.6 -1.6 1.5
O -2.73729 -4.31255 12.04541 0.7 0.8 -1.1
H -1.71879 -5.87388 12.84780 -0.1 -0.1 -0.1
H -1.25442 -4.36334 13.56547 -0.5 0.6 0.0
H -3.10520 -4.64755 15.07882 -0.4 0.9 -0.1
H -3.52846 -6.10931 14.44729 -0.3 -0.3 -0.9
C 3.13788 -4.79598 12.27146 -0.2 0.3 -0.1
C 1.66613 -5.09797 12.28097 -1.0 1.3 1.4
O 1.55921 -6.33619 11.65992 -1.7 -0.8 -0.4
C 2.70962 -6.73114 11.18157 1.7 -4.3 -2.9
O 2.89276 -7.79636 10.53060 -0.7 3.9 2.4
O 3.67482 -5.85803 11.46075 0.5 0.4 0.3
H 3.50199 -4.83136 13.29824 0.6 0.1 -0.3
H 3.26310 -3.83119 11.77994 0.7 -0.2 0.2
H 1.07501 -4.29631 11.83822 -0.1 -0.3 -0.7
H 1.25938 -5.15957 13.29036 0.2 -0.3 0.1
C 0.24303 -2.84055 19.07067 0.2 0.0 0.2
C 0.61128 -1.37804 18.91592 -2.5 0.7 1.7
O 1.97676 -1.38253 19.02177 1.1 4.8 -3.7
C 2.42836 -2.42929 19.51536 4.3 -3.5 2.0
O 3.60938 -2.58274 19.82786 -2.5 -0.2 -0.4
O 1.43193 -3.30565 19.66422 0.9 -2.1 0.9
H 0.10791 -3.36842 18.12664 -0.3 0.1 0.0
H -0.51828 -3.04863 19.82247 -0.4 0.2 -0.5
H 0.44221 -0.82605 19.84049 -1.5 0.1 0.1
H 0.09391 -0.86155 18.10742 1.0 -0.1 -0.5
C -0.51995 2.47755 17.22775 -0.5 -1.9 0.2
C 0.81810 2.78032 16.69360 1.9 0.5 0.8
O 0.60053 3.95374 15.92147 1.2 0.4 0.0
C -0.70224 4.08469 15.68835 0.5 0.3 0.5
O -1.21670 4.95688 15.09373 -0.5 1.0 -1.1
O -1.34905 3.10805 16.29689 -2.2 -1.0 0.5
H -0.71112 2.77389 18.25913 0.0 0.8 -0.1
H -0.65200 1.39618 17.26394 -0.5 -0.1 -0.5
H 1.35762 2.05654 16.08273 -0.5 -0.3 0.0
H 1.41575 2.98258 17.58242 0.7 0.4 -0.4
```
Forces are in eV/Å.

Computed properties:
E_LUMO (eV): 1.6
Charge: -1
ΔE to the lowest compared entry with this formula, charge and spin (kJ/mol): 0.0


Repeat the second record exactly.
Here is a structure of composition C5H10NiO3 in a non-equilibrium geometry from the Open Molecules 2025 dataset. Energies are from wB97M-V/def2-TZVPD.

Geometry as XYZ:
```
19
Properties=species:S:1:pos:R:3:forces:R:3
O -0.01009 -1.42201 -1.47350 -0.2 1.2 0.3
C -0.49045 -0.86905 -2.66493 -0.3 -0.1 -0.6
C 0.10426 0.53072 -2.90803 0.2 -0.5 -0.9
O 0.00332 1.35741 -1.78860 0.0 -0.2 1.0
C 1.06100 -1.31817 0.93430 0.3 1.1 0.0
C 0.65885 -0.54344 2.07983 -0.3 -0.7 1.0
O -0.07792 0.58018 1.60881 0.2 0.3 0.7
C -0.70347 1.38916 2.59228 -0.2 0.2 0.3
Ni 0.09936 0.18349 -0.35451 0.4 -1.9 -2.0
H -1.59984 -0.79040 -2.66194 0.3 0.0 0.1
H -0.23256 -1.51224 -3.53026 0.0 0.1 0.2
H -0.39864 0.97038 -3.79559 0.1 0.0 0.4
H 1.17491 0.39015 -3.18217 -0.4 0.1 0.1
H 1.49322 -2.29060 1.21037 -0.1 0.3 -0.3
H 1.50292 -0.24526 2.73434 -0.1 -0.1 -0.2
H -1.15256 2.23961 2.07175 0.1 -0.2 0.1
H -1.48673 0.81391 3.10624 0.2 0.2 -0.1
H 0.03851 1.74591 3.32024 -0.2 -0.1 -0.2
H 0.01591 -1.20976 2.70138 -0.1 0.4 0.0
```
Forces are in eV/Å.

Computed properties:
E_LUMO (spin up / spin down) (eV): -1.7 / -1.8
Charge: 0
<S²>: 2.083
ΔE to the lowest compared entry with this formula, charge and spin (kJ/mol): 366.7
Multiplicity: 3